# 1
ORCA calculation (ωB97M-V/def2-TZVPD) on the molecule C3H8N2O2 at a distorted geometry.

Geometry (Å):
O 0.87181 0.56444 1.68376
O -0.66129 -1.88165 1.59903
N 0.35776 -1.00922 -0.26610
N 1.16467 -1.08596 -1.38131
C -0.98078 1.18546 0.49401
C 0.40824 0.59516 0.44670
C -0.04075 -2.00721 0.55198
H 0.14867 -2.94334 0.02177
H 0.54471 -1.14823 -2.18443
H 1.67122 -0.21267 -1.43782
H 1.18839 1.17843 -0.05278
H -0.87303 2.20677 0.53325
H 0.30702 0.38026 2.41779
H -1.52249 0.74751 1.32180
H -1.73752 1.14741 -0.33125

Atomic forces in eV per Å
2.853 0.039 1.453
0.412 0.125 -0.370
-0.383 4.739 3.159
-0.018 -1.140 -0.863
-1.561 -1.511 -1.786
-1.919 -2.467 -1.117
0.023 0.183 -1.050
0.116 -0.769 0.369
0.304 0.200 -0.181
0.194 -0.192 -0.151
-0.426 -0.512 -1.005
0.333 2.563 1.024
-1.215 -0.565 0.126
0.102 0.145 0.425
1.184 -0.837 -0.033

## Properties
**Relative energy (zero: lowest compared OMol25 entry of this formula, charge and spin)**: 3.390 eV
**Spin multiplicity**: 1
**M**: 104.1 g mol⁻¹
**Electronic energy**: -379.01643 hartree

***

# 2
ORCA calculation (ωB97M-V/def2-TZVPD) on the molecule C4H4OSe at a distorted geometry.

Geometry (Å):
Se 0.91529 2.41046 -1.93993
O -0.93280 1.42358 -0.19945
C 0.69021 -0.67971 0.12562
C -0.30188 -0.50020 0.98580
C -1.13260 0.64291 0.83401
C -0.08560 1.09052 -1.12208
H 1.30047 1.53689 -3.03641
H -0.51038 -1.12865 1.84181
H 1.33232 -1.43364 -0.25924
H -2.00568 0.85849 1.42207

Atomic forces in eV per Å
0.131 0.808 -0.001
-0.069 0.775 -0.191
-0.755 3.448 -2.477
-0.784 0.667 0.421
0.157 -1.052 0.863
1.442 -3.900 1.601
-0.013 -0.136 -0.159
-0.097 -0.220 0.022
0.090 -0.530 -0.021
-0.102 0.140 -0.059

## Properties
**Relative energy (zero: lowest compared OMol25 entry of this formula, charge and spin)**: 4.869 eV
**Spin multiplicity**: 1
**M**: 147.0 g mol⁻¹
**Electronic energy**: -2631.26066 hartree

***

# 3
ORCA calculation (ωB97M-V/def2-TZVPD) on a structure of composition C25H21N4O3RuSe4 at a distorted geometry.

Geometry (Å):
Ru 1.79447 -0.31775 0.81167
Se 2.82514 0.26906 -1.33351
Se 4.02189 -1.46015 -2.15486
Se 3.50040 -3.29038 -0.81078
Se 1.74820 -2.58223 0.52100
O 1.84100 1.96438 0.97301
O 0.17557 -1.13227 -2.07769
O -0.62325 1.72687 1.33883
N -1.90739 1.15243 -0.48239
N 3.50970 -0.24362 2.04113
N 0.97887 -0.66706 2.69799
N -0.03054 -0.00167 -0.09283
C 5.78545 0.28677 2.51608
C -0.62917 2.07996 -4.92338
C -2.75440 2.95716 -4.24450
C 4.21306 0.06441 4.29713
C 3.23160 -0.22573 3.36201
C 1.82938 -0.53274 3.73083
C 0.08272 -1.07089 5.27021
C -2.74979 2.11000 -3.15061
C -1.68839 2.94538 -5.13538
C 4.75874 0.00360 1.63568
C -4.82191 -2.62358 -2.22107
C -1.74665 0.35123 -1.69005
C -3.91816 -0.77059 -0.98197
C -2.83830 -0.70569 -1.85095
C -0.61998 1.23132 -3.82151
C -4.90963 -1.72685 -1.16986
C -0.41623 -0.35304 -1.35881
C -0.85090 1.02339 0.35255
C -2.75484 -1.60494 -2.91118
C -0.77679 -1.22663 4.19699
C 5.50436 0.32430 3.87106
C 1.40344 -0.72497 5.03499
C -3.73943 -2.56100 -3.09034
C -0.28955 -1.01251 2.92159
C -1.67747 1.24921 -2.92284
H 6.77937 0.47594 2.13757
H 0.19901 2.05675 -5.61968
H 2.42853 2.44875 1.56351
H 3.97341 0.09512 5.34912
H -5.75198 -1.76507 -0.49145
H -3.66589 -3.25722 -3.91540
H -0.91686 -1.10955 2.04630
H -3.99040 -0.07904 -0.15294
H -0.26513 -1.22761 6.28199
H 2.09119 -0.62193 5.86045
H 0.20501 0.54786 -3.67809
H -3.60642 2.09965 -2.48441
H -3.59480 3.61833 -4.40937
H -1.91548 -1.55400 -3.59238
H 4.92771 -0.03530 0.56834
H -2.45472 1.99685 -0.45704
H -1.69177 3.60222 -5.99493
H 6.27915 0.55304 4.58999
H -1.81044 -1.50763 4.33534
H -5.59442 -3.36664 -2.36808
H 0.91373 2.12434 1.28293

Atomic forces in eV per Å
-0.177 1.121 -0.768
0.299 0.034 0.536
-0.345 -0.737 0.406
-0.374 0.911 -0.263
0.701 -0.724 -0.122
0.328 -0.325 0.204
0.025 0.032 0.057
-0.407 0.033 0.239
-0.010 0.015 0.159
0.176 -0.123 -0.024
0.006 0.264 -0.008
0.187 0.260 -0.078
-0.004 -0.019 0.015
-0.001 -0.002 0.002
-0.002 0.002 0.003
-0.009 -0.014 0.006
0.041 0.037 -0.038
0.040 -0.094 -0.006
0.007 0.000 0.004
-0.020 -0.018 -0.026
0.001 0.000 -0.004
0.004 -0.159 0.053
0.001 0.000 0.001
0.012 -0.026 -0.033
0.026 -0.033 0.030
-0.022 0.048 -0.006
0.027 0.021 0.039
-0.005 -0.005 0.003
-0.120 -0.386 0.157
-0.011 -0.123 -0.454
-0.004 0.023 -0.013
0.005 0.003 -0.006
0.010 0.002 -0.003
-0.014 0.003 -0.004
0.000 -0.003 0.003
-0.053 0.078 0.041
-0.006 -0.006 -0.007
0.001 0.003 0.002
0.000 0.001 0.000
0.117 -0.132 -0.040
0.007 -0.001 0.001
-0.002 0.001 -0.001
-0.001 0.001 -0.001
-0.001 -0.009 -0.003
-0.003 0.006 -0.004
0.001 -0.001 0.001
-0.002 -0.004 -0.002
0.001 0.006 -0.001
0.001 -0.005 0.005
0.001 0.002 -0.001
-0.001 0.005 -0.001
-0.039 0.052 -0.021
0.009 0.022 -0.015
0.000 0.001 0.001
-0.003 0.002 0.001
-0.001 0.002 -0.002
0.000 0.000 0.000
-0.400 -0.041 -0.014

## Properties
**Spin multiplicity**: 1
**M**: 842.4 g mol⁻¹
**Electronic energy**: -11110.57787 hartree
**Charge**: +1

***

# 4
ORCA calculation (ωB97M-V/def2-TZVPD) on a cluster of 3 separate species, C25H46N4O5 in total at a distorted geometry.

Geometry (Å):
O 3.46210 -3.82031 1.46277
O -2.50800 -0.67009 -1.54954
O 0.76064 -1.02469 1.42777
O 0.14357 -4.73374 -1.93712
O -2.07612 1.14196 2.34104
N 1.96847 -5.41740 2.11325
N -3.18501 1.37350 -2.43529
N 1.64931 -4.65693 -3.64709
N -0.29917 5.58661 1.72824
C 0.86184 -4.78092 1.41311
C 1.72421 -6.64266 2.84531
C 1.51829 2.47649 -0.93766
C 1.44900 3.75810 -1.60483
C -1.03612 0.73445 1.45008
C -3.27664 0.25522 -1.49254
C 2.67946 4.48467 -1.93260
C 0.72104 -5.26023 -2.86784
C -4.46568 0.35898 -0.46785
C 2.04265 -1.00101 2.10088
C 3.19225 -4.84659 2.05976
C 0.23198 1.68644 -0.55119
C 2.00184 -3.27448 -3.37219
C 2.30022 -5.34486 -4.74304
C -3.30702 1.44762 1.68633
C -4.02624 0.18845 1.03544
C -2.85322 3.93942 1.65984
C -3.20534 2.70452 0.70893
C 4.00358 2.59278 -0.94261
C 2.80522 1.84134 -0.60403
C -0.18026 -0.33365 2.26439
C -2.67657 5.23315 0.76693
C 3.96040 3.89737 -1.57512
C -1.18137 5.71838 0.55700
C -0.02239 1.86598 1.01696
H -2.22500 1.47502 -2.76902
H 0.97439 -6.45634 3.61794
H 1.98812 -1.34827 3.16297
H -3.74814 4.12053 2.32353
H 1.93739 -6.36885 -4.82842
H 2.38732 -3.19613 -2.35368
H 1.35314 -7.40502 2.15619
H -5.12366 -0.52904 -0.70495
H -4.00402 1.80364 2.49906
H 0.48877 4.23793 -1.88421
H 0.41537 4.87358 1.61343
H 0.30752 0.59690 -0.82452
H -0.81757 -1.00052 2.90187
H 2.42702 0.06045 2.09477
H 2.74070 -1.65147 1.50737
H -4.20258 2.96799 0.26986
H 3.95621 -5.40860 2.62309
H -3.06740 4.96331 -0.25679
H 2.66081 5.48178 -2.42625
H 3.37849 -5.36153 -4.56739
H -0.80836 5.49547 2.60217
H -3.29694 6.08257 1.14362
H 4.97811 2.13096 -0.66682
H -0.05347 -5.35498 1.54746
H -3.30711 -0.68070 1.06751
H -0.60865 2.09843 -1.16947
H -2.00254 3.72239 2.34619
H -4.93006 -0.15197 1.60200
H -5.10194 1.25554 -0.67048
H 0.43255 0.28372 2.98748
H 1.09887 -4.71362 0.35088
H 0.98996 1.75282 1.49841
H -0.35573 2.90645 1.23975
H -0.74747 5.25864 -0.37202
H 0.52551 -6.30646 -3.15806
H 2.79557 0.84256 -0.12228
H -2.44831 2.55863 -0.09769
H 2.09272 -4.81365 -5.67505
H 2.63894 -7.00273 3.31608
H -1.37250 0.20138 0.52582
H 2.75639 -2.92834 -4.07692
H 0.72254 -3.77054 1.80352
H -1.24350 6.82488 0.33094
H -3.78241 1.19111 -3.24593
H 1.10908 -2.65148 -3.45466
H 4.91495 4.43572 -1.78472

Atomic forces in eV per Å
-0.038 -0.078 -0.039
-0.167 0.443 0.652
0.001 0.447 1.332
0.089 0.032 -0.035
-0.207 -0.096 -1.111
0.424 -0.006 0.152
-0.026 -0.484 0.484
-0.198 -0.340 0.053
0.032 -0.032 -0.630
0.262 0.244 -0.080
-0.135 0.206 -0.169
0.869 -0.446 -0.347
2.243 -0.227 0.256
1.778 -1.011 0.701
-0.705 0.676 -0.486
0.330 -1.891 1.142
0.119 0.075 -0.114
-0.180 -0.895 -0.448
0.611 0.067 -0.916
-0.231 -0.162 0.024
0.488 0.984 0.025
-0.198 -0.036 0.231
0.012 0.292 0.136
-1.788 0.650 -0.568
0.707 -0.419 -0.533
-0.844 0.319 -0.914
0.299 0.231 2.094
-1.224 -0.158 0.231
-0.466 3.112 -1.491
0.067 1.326 0.520
0.470 -0.499 -0.301
-1.644 -0.753 0.213
-0.655 0.963 -0.167
0.036 -0.504 -1.368
-0.287 -0.443 -0.023
0.016 -0.180 0.031
-0.070 0.090 -0.839
0.832 -0.365 -0.596
-0.028 0.067 0.064
-0.012 0.145 -0.050
-0.017 -0.098 0.150
0.692 0.759 0.192
0.905 -0.397 -0.553
0.638 -0.644 0.301
-0.381 0.129 0.255
0.174 1.037 0.447
0.348 0.214 -0.883
-0.253 -0.933 0.147
-0.748 0.576 0.742
0.933 -0.557 0.206
-0.024 -0.049 0.025
0.210 0.499 0.965
-0.135 -0.950 0.448
0.005 -0.088 -0.163
0.261 -0.160 -0.311
0.539 -0.678 -0.153
-0.743 0.556 -0.365
0.117 -0.045 0.023
-0.716 0.798 -0.046
0.472 -0.283 0.699
-0.536 0.173 -0.722
0.811 0.570 -0.259
0.798 -0.631 0.261
-0.843 -0.530 -0.440
-0.218 0.086 0.021
-1.109 -0.063 -0.242
-0.017 -0.901 -0.203
-0.190 0.162 1.156
0.047 -0.012 -0.069
0.221 0.842 -0.417
-0.630 0.188 0.582
0.107 -0.133 -0.077
-0.012 0.074 -0.050
-0.289 0.556 0.758
-0.044 -0.117 0.000
-0.105 0.000 -0.144
-0.006 -1.070 -0.023
0.043 0.227 0.393
0.105 0.086 0.062
-0.994 -0.540 0.170

## Properties
**Relative energy (zero: lowest compared OMol25 entry of this formula, charge and spin)**: 0.000 eV
**Spin multiplicity**: 1
**M**: 482.7 g mol⁻¹
**Electronic energy**: -1575.30868 hartree